Computed, not measured: C5H11N3O2 in the gas phase, with ωB97M-V/def2-TZVPD.

Each line ends with the natural charge from an NBO analysis.
Element x y z (Å)
C: 2.96236 -0.19310 -0.74703  -0.653
C: 2.12455 -0.57795 0.44659  -0.083
C: -0.08077 0.14054 -0.03542  0.878
C: -0.92424 2.26721 0.06787  -0.430
C: -2.55509 -1.56998 0.37060  -0.513
H: 3.71050 0.76231 -0.71908  0.225
H: 3.68722 -1.07009 -0.85946  0.222
H: 2.32190 -0.16479 -1.77779  0.230
H: 1.82795 -1.59042 0.43345  0.216
H: 2.74508 -0.44999 1.34158  0.193
H: -0.62168 2.75233 -1.04218  0.213
H: 0.00023 2.24766 0.75769  0.241
H: -2.07964 2.42685 0.64229  0.236
H: -3.41973 -2.20835 0.89810  0.210
H: -2.17298 -1.17922 1.34137  0.197
H: -1.93381 -2.23964 -0.17346  0.248
N: -1.15943 0.88022 0.04347  -0.377
N: -2.32528 0.61799 -0.61183  0.016
N: -2.98629 -0.37979 -0.47832  -0.084
O: 1.07555 0.45672 0.75000  -0.532
O: -0.19640 -0.92854 -0.64847  -0.652

**Multiplicity**: 1
**Lowest unoccupied orbital energy**: 0.77 eV
**E_tot**: -13923.190 eV
**Orbital gap**: 9.8225 eV
**SMILES**: CCOC(=O)N(C)/N=N\C